Record 1
Entry from the OMol25 dataset: C18H23Cl3N2O3PdS2Si as an isolated structure (wB97M-V/def2-TZVPD).

charge	+2
HOMO (spin up / spin down)	-0.4881 / -0.5434	Eh
M	620.392	u
multiplicity	5
ΔE to the lowest compared entry with this formula, charge and spin	0.6326	eV

Each line ends with the Löwdin spin population.
Atoms and positions in Å:
Pd (0.447, 0.708, 1.612)  1.131
C (-1.529, -1.031, 5.327)  0.004
C (-1.016, -0.753, 3.949)  0.009
N (-0.257, 0.221, 3.613)  0.094
O (0.221, 1.105, 4.541)  0.002
C (-1.435, -1.702, 2.873)  0.020
C (-2.535, -2.703, 3.039)  0.014
N (-0.826, -1.588, 1.750)  0.380
O (-0.941, -2.200, 0.692)  0.576
H (-1.179, -0.358, 6.105)  0.000
H (-1.253, -2.042, 5.630)  0.000
H (-2.619, -0.972, 5.321)  0.000
H (-0.086, 0.842, 5.423)  0.002
H (-2.673, -2.985, 4.078)  0.002
H (-2.305, -3.599, 2.463)  0.003
H (-3.480, -2.296, 2.671)  -0.002
O (0.955, 0.095, -0.701)  0.231
S (-0.226, 0.282, -1.571)  0.349
C (-0.134, 1.761, -2.493)  0.059
C (-1.300, 2.486, -2.701)  0.004
C (-1.209, 3.643, -3.459)  0.001
C (0.020, 4.048, -3.963)  0.005
C (1.174, 3.307, -3.724)  0.005
C (1.114, 2.142, -2.981)  0.018
C (-0.415, -1.076, -2.608)  0.083
C (-1.492, -1.087, -3.508)  0.055
C (-1.626, -2.178, -4.338)  0.000
C (-0.719, -3.232, -4.255)  0.085
C (0.331, -3.215, -3.337)  0.009
C (0.484, -2.144, -2.481)  0.049
H (-2.240, 2.175, -2.264)  0.002
H (-2.096, 4.233, -3.644)  0.000
H (0.085, 4.957, -4.545)  0.000
H (2.123, 3.638, -4.123)  0.001
H (1.999, 1.551, -2.789)  0.000
H (-2.189, -0.261, -3.560)  0.002
H (-2.437, -2.215, -5.053)  -0.001
H (-0.832, -4.084, -4.913)  0.004
H (1.027, -4.041, -3.294)  0.000
H (1.280, -2.109, -1.753)  0.002
C (2.939, -1.470, 1.852)  0.018
S (2.734, 0.245, 2.372)  0.126
C (3.796, 1.046, 1.160)  0.016
H (3.978, -1.762, 1.993)  0.005
H (2.647, -1.594, 0.811)  0.001
H (2.309, -2.087, 2.491)  0.000
H (3.422, 0.884, 0.151)  0.002
H (4.805, 0.649, 1.261)  0.005
H (3.814, 2.109, 1.388)  0.001
Cl (0.265, 4.230, 0.096)  0.093
Si (-0.013, 3.001, 1.678)  0.257
Cl (-1.196, 3.895, 3.036)  0.085
Cl (-1.711, 1.530, 0.681)  0.192

---

Record 2
Entry from the OMol25 dataset: a 4-piece molecular cluster, C2H10N2O2 overall at a distorted geometry (wB97M-V/def2-TZVPD).

charge	-1
HOMO (spin up / spin down)	-0.1295 / -0.1234	Eh
M	94.114	u
multiplicity	2
ΔE to the lowest compared entry with this formula, charge and spin	3.7520	eV

Each line ends with the Löwdin spin population.
Atoms and positions in Å:
C (-0.427, -1.523, 0.577)  0.003
N (0.841, -1.952, 0.942)  0.010
C (0.385, 1.866, -0.976)  0.009
N (-0.794, 2.361, -0.905)  0.317
H (-1.023, -2.133, -0.121)  0.003
H (-1.185, -1.094, 1.293)  0.000
H (-0.149, -0.591, 0.050)  -0.001
H (0.788, -2.377, 1.849)  0.000
H (0.734, 1.250, -1.873)  0.020
H (1.194, 2.091, -0.261)  0.016
H (2.884, 0.590, 1.113)  -0.001
H (1.424, -1.026, 1.151)  0.001
O (1.867, 0.419, 1.099)  0.033
H (-1.551, 1.669, -1.079)  0.001
H (-2.981, 0.341, -1.418)  0.001
O (-2.005, 0.108, -1.440)  0.590